Entry from OMol25: one molecule with the formula C4H9NO2S (ωB97M-V/def2-TZVPD).

The geometry in XYZ format:
```
17
Properties=species:S:1:pos:R:3:lowdin_charge:R:1
C 0.4502 -1.1385 0.1936 -0.215
C 1.7971 -0.1248 -0.0114 -0.574
C -0.9159 0.8113 -1.5571 -0.146
C -1.8143 0.5085 1.2006 -0.124
N 2.9350 -0.7364 0.3009 0.132
O 1.6255 1.0051 -0.4229 -0.029
O -2.0790 -1.4934 -0.3860 -0.410
S -1.0808 -0.4385 -0.2441 0.768
H 0.4313 -1.4901 1.1966 0.012
H 0.1812 0.8692 -1.5862 0.024
H -1.3244 0.5249 -2.5467 0.077
H -1.4112 1.7672 -1.1239 0.102
H -1.5661 -0.2247 1.8867 0.022
H -1.1370 1.3323 1.2916 0.050
H -2.8126 0.7493 0.8693 0.062
H 2.8970 -1.5886 0.9133 0.135
H 3.8242 -0.3327 0.0256 0.114
```

Gap between HOMO and LUMO: 0.3177 hartree
Relative energy (zero: lowest compared OMol25 entry of this formula, charge and spin): 4.336 eV
Largest force on an atom: 5.30 eV/Å
SMILES: CS(C)(=O)=CC(N)=O
Total energy: -20710.6966 eV
Charge: 0

Entry from OMol25: C4H9NO2S as an isolated structure (ωB97M-V/def2-TZVPD).

The geometry in XYZ format:
```
17
Properties=species:S:1:pos:R:3:lowdin_charge:R:1
C -0.1951 -0.9496 -1.0683 -0.146
C -0.1586 0.5255 -0.7939 -0.383
C 0.0553 0.5288 0.8207 -0.326
C -1.2093 0.4548 1.5358 -0.102
N 1.0126 1.0437 -1.5473 0.051
O 0.2574 -2.2387 1.3464 -0.306
O 2.1220 -1.1234 0.1634 -0.302
S 0.7440 -1.1767 0.5159 0.711
H -1.1946 -1.2671 -1.1237 0.090
H 0.3619 -1.2194 -1.8814 0.071
H -0.9929 0.9776 -1.1984 0.113
H 0.8877 1.0294 1.2148 0.101
H -1.0633 -0.1658 2.4359 0.088
H -1.8249 -0.0435 0.6840 0.107
H -1.8550 1.4083 1.6950 0.122
H 1.3176 1.8744 -1.1505 0.046
H 1.7352 0.3418 -1.6483 0.064
```

Gap between HOMO and LUMO: 0.3819 hartree
Relative energy (zero: lowest compared OMol25 entry of this formula, charge and spin): 3.020 eV
Largest force on an atom: 4.06 eV/Å
Total energy: -20712.0133 eV
Charge: 0

Entry from OMol25: one molecule with the formula C4H9NO2S (ωB97M-V/def2-TZVPD).

The geometry in XYZ format:
```
17
Properties=species:S:1:pos:R:3:lowdin_charge:R:1
C -0.2251 0.8839 0.3018 -0.143
C 1.4509 -0.8667 -0.0288 -0.195
C 0.6767 1.2951 -0.8574 -0.457
C -0.9313 -1.3227 0.9796 -0.031
N 0.3554 -0.4471 0.8221 -0.248
O -1.6631 1.0816 -2.1492 -0.514
O 0.4518 2.5556 -1.5326 -0.309
S -0.2124 1.3070 -2.4294 1.019
H -0.3174 1.6974 1.0650 0.151
H -1.2109 0.5827 -0.0928 0.079
H 1.0275 -1.3798 -0.8881 0.035
H 2.1192 -1.4860 0.6518 0.041
H 1.7155 0.7799 -0.7776 0.097
H -1.5328 -1.4994 0.0400 0.107
H -0.7038 -2.3554 1.5505 0.132
H -1.6314 -0.7723 1.6142 0.072
H 0.6311 -0.0538 1.7309 0.164
```

Gap between HOMO and LUMO: 0.2652 hartree
Relative energy (zero: lowest compared OMol25 entry of this formula, charge and spin): 6.924 eV
Largest force on an atom: 3.56 eV/Å
Total energy: -20708.1087 eV
Charge: 0

Which value of largest force on an atom does entry 1 give?
5.30 eV/Å

What did the first record say?
Entry from OMol25: one molecule with the formula C4H9NO2S (ωB97M-V/def2-TZVPD).

The geometry in XYZ format:
```
17
Properties=species:S:1:pos:R:3:lowdin_charge:R:1
C 0.4502 -1.1385 0.1936 -0.215
C 1.7971 -0.1248 -0.0114 -0.574
C -0.9159 0.8113 -1.5571 -0.146
C -1.8143 0.5085 1.2006 -0.124
N 2.9350 -0.7364 0.3009 0.132
O 1.6255 1.0051 -0.4229 -0.029
O -2.0790 -1.4934 -0.3860 -0.410
S -1.0808 -0.4385 -0.2441 0.768
H 0.4313 -1.4901 1.1966 0.012
H 0.1812 0.8692 -1.5862 0.024
H -1.3244 0.5249 -2.5467 0.077
H -1.4112 1.7672 -1.1239 0.102
H -1.5661 -0.2247 1.8867 0.022
H -1.1370 1.3323 1.2916 0.050
H -2.8126 0.7493 0.8693 0.062
H 2.8970 -1.5886 0.9133 0.135
H 3.8242 -0.3327 0.0256 0.114
```

Gap between HOMO and LUMO: 0.3177 hartree
Relative energy (zero: lowest compared OMol25 entry of this formula, charge and spin): 4.336 eV
Largest force on an atom: 5.30 eV/Å
SMILES: CS(C)(=O)=CC(N)=O
Total energy: -20710.6966 eV
Charge: 0

Which value of charge does entry 1 give?
0

Which formula does entry 1 have?
C4H9NO2S